No. 1
This record from the Open Molecules 2025 dataset describes the molecule C4H11N2O2P in a non-equilibrium geometry. The level of theory is wB97M-V/def2-TZVPD.

Values from the calculation:
* max |F|: 0.09511 Eh/bohr
* total energy: -20686.25730 eV
* ΔE to the lowest compared entry with this formula, charge and spin: 5.534 eV
* orbital gap (spin up / spin down): 8.7 / 7.7 eV

```
! wB97M-V def2-TZVPD RIJCOSX def2/J DEFGRID3
* xyz 0 1
C 2.125 0.635 -0.800
C -2.140 0.136 1.563
C -2.080 -0.134 -0.980
C -1.335 0.143 0.255
N 1.237 -0.397 -1.058
N 3.489 0.654 1.093
O -0.194 -2.440 -0.092
O 3.435 0.270 -0.239
P 0.186 -1.081 0.328
H 2.350 1.059 -1.762
H 1.762 1.455 -0.015
H -2.661 -0.832 1.719
H -1.528 0.176 2.402
H -2.850 0.985 1.819
H -1.342 -0.246 -1.755
H -2.760 0.667 -1.288
H -2.778 -1.008 -1.068
H -0.760 1.137 0.012
H 1.590 -1.196 -1.484
H 4.254 0.018 1.351
*
```

What are the natural (NBO) partial charges on each atom? They are as follows, in elementary charge units:
1 C 0.06
2 C -0.64
3 C -0.64
4 C -0.47
5 N -0.90
6 N -0.24
7 O -1.01
8 O -0.38
9 P 1.59
10 H 0.18
11 H 0.20
12 H 0.22
13 H 0.22
14 H 0.23
15 H 0.23
16 H 0.22
17 H 0.22
18 H 0.23
19 H 0.40
20 H 0.30

No. 2
This record from the Open Molecules 2025 dataset describes the molecule C4H11N2OPS in a non-equilibrium geometry. The level of theory is wB97M-V/def2-TZVPD.

Values from the calculation:
* max |F|: 0.08556 Eh/bohr
* total energy: -29478.41802 eV
* ΔE to the lowest compared entry with this formula, charge and spin: 0.659 eV
* orbital gap: 9.6 eV
* SMILES string: CN(C)[P@@]1(=S)NCCO1

```
! wB97M-V def2-TZVPD RIJCOSX def2/J DEFGRID3
* xyz 0 1
C -2.273 0.162 0.067
N -0.849 0.155 0.490
C -0.756 0.067 1.970
P 0.152 -1.087 -0.232
S -0.401 -2.899 0.067
N 0.448 -0.355 -1.710
C 1.753 0.348 -1.578
C 1.919 0.667 -0.124
O 1.703 -0.589 0.461
H -2.969 0.469 0.975
H -2.384 0.866 -0.773
H -2.575 -0.860 -0.230
H -0.499 1.096 2.471
H -1.802 -0.198 2.275
H 0.000 -0.592 2.252
H 0.144 -0.616 -2.602
H 1.738 1.269 -2.168
H 2.564 -0.224 -1.951
H 2.916 0.872 0.241
H 1.171 1.451 0.101
*
```

What are the natural (NBO) partial charges on each atom? They are as follows, in elementary charge units:
1 C -0.43
2 N -0.79
3 C -0.41
4 P 1.80
5 S -0.51
6 N -0.99
7 C -0.23
8 C -0.10
9 O -0.76
10 H 0.21
11 H 0.21
12 H 0.20
13 H 0.19
14 H 0.19
15 H 0.21
16 H 0.42
17 H 0.19
18 H 0.19
19 H 0.21
20 H 0.20

No. 3
This record from the Open Molecules 2025 dataset describes the ion C4H11N2OS with charge +2 in a non-equilibrium geometry. The level of theory is wB97M-V/def2-TZVPD.

Values from the calculation:
* max |F|: 0.05643 Eh/bohr
* total energy: -20165.58888 eV
* ΔE to the lowest compared entry with this formula, charge and spin: 3.858 eV
* orbital gap (spin up / spin down): 6.4 / 6.0 eV

```
! wB97M-V def2-TZVPD RIJCOSX def2/J DEFGRID3
* xyz 2 2
N 1.836 -0.534 0.382
C 0.472 -0.592 -0.014
C -0.410 -0.197 1.192
S -0.076 -1.395 2.508
C 0.217 0.501 -1.212
N -1.162 0.576 -1.768
C -1.332 1.387 -2.965
O 0.711 1.645 -0.831
H 2.302 0.323 0.142
H 2.397 -1.329 0.093
H 0.767 0.024 -2.049
H 0.245 -1.600 -0.365
H -0.014 0.759 1.558
H -1.480 -0.086 1.007
H -1.006 -0.958 3.415
H -1.888 0.818 -1.078
H -1.037 2.421 -2.713
H -0.695 1.038 -3.777
H -2.376 1.395 -3.271
*
```

What are the natural (NBO) partial charges on each atom? They are as follows, in elementary charge units:
1 N -0.80
2 C -0.05
3 C -0.61
4 S 0.76
5 C 0.11
6 N -0.10
7 C -0.49
8 O -0.22
9 H 0.42
10 H 0.42
11 H 0.27
12 H 0.25
13 H 0.30
14 H 0.26
15 H 0.19
16 H 0.41
17 H 0.32
18 H 0.27
19 H 0.28

No. 4
This record from the Open Molecules 2025 dataset describes the ion C4H11N2S with charge -1 in a non-equilibrium geometry. The level of theory is wB97M-V/def2-TZVPD.

Values from the calculation:
* max |F|: 0.03302 Eh/bohr
* total energy: -18142.13772 eV
* ΔE to the lowest compared entry with this formula, charge and spin: 0.961 eV
* orbital gap: 5.7 eV
* SMILES string: NCCNCC[S-]

```
! wB97M-V def2-TZVPD RIJCOSX def2/J DEFGRID3
* xyz -1 1
N -1.625 -2.070 1.292
C -0.677 -1.066 1.803
C 0.362 -0.738 0.717
N -0.169 0.255 -0.202
C 0.944 1.100 -0.782
C 0.591 1.739 -2.121
S 1.692 3.169 -2.455
H -2.162 -1.651 0.541
H -2.342 -2.271 1.984
H -1.139 -0.133 2.132
H -0.171 -1.554 2.648
H 0.676 -1.691 0.283
H 1.240 -0.366 1.253
H -0.492 -0.186 -1.025
H 1.823 0.472 -0.965
H 1.180 1.892 -0.076
H -0.444 2.101 -2.112
H 0.713 0.998 -2.914
*
```

What are the natural (NBO) partial charges on each atom? They are as follows, in elementary charge units:
1 N -0.84
2 C -0.22
3 C -0.23
4 N -0.65
5 C -0.23
6 C -0.54
7 S -0.73
8 H 0.35
9 H 0.34
10 H 0.18
11 H 0.17
12 H 0.17
13 H 0.19
14 H 0.34
15 H 0.16
16 H 0.20
17 H 0.18
18 H 0.17

No. 5
This record from the Open Molecules 2025 dataset describes the ion C4H11N2S with charge -1 in a non-equilibrium geometry. The level of theory is wB97M-V/def2-TZVPD.

Values from the calculation:
* max |F|: 0.05357 Eh/bohr
* total energy: -18142.23344 eV
* ΔE to the lowest compared entry with this formula, charge and spin: 0.865 eV
* orbital gap: 6.1 eV
* SMILES string: CNC[C@@H](N)C[S-]

```
! wB97M-V def2-TZVPD RIJCOSX def2/J DEFGRID3
* xyz -1 1
C -1.837 0.750 1.998
N -1.459 0.330 0.664
C -0.084 -0.087 0.578
C 0.453 -0.485 -0.835
N 0.319 0.713 -1.727
C 1.873 -0.970 -0.845
S 2.456 -1.547 -2.496
H -1.209 1.564 2.385
H -2.896 1.049 1.957
H -1.890 -0.087 2.696
H -1.687 1.058 0.009
H 0.004 -0.998 1.176
H 0.674 0.665 0.836
H -0.281 -1.227 -1.165
H -0.217 0.545 -2.572
H 1.244 0.694 -2.166
H 2.003 -1.758 -0.077
H 2.536 -0.207 -0.417
*
```

What are the natural (NBO) partial charges on each atom? They are as follows, in elementary charge units:
1 C -0.40
2 N -0.64
3 C -0.22
4 C -0.06
5 N -0.89
6 C -0.55
7 S -0.71
8 H 0.16
9 H 0.18
10 H 0.18
11 H 0.36
12 H 0.17
13 H 0.15
14 H 0.17
15 H 0.35
16 H 0.38
17 H 0.18
18 H 0.18

No. 6
This record from the Open Molecules 2025 dataset describes the ion C4H11N2S with charge -2 in a non-equilibrium geometry. The level of theory is wB97M-V/def2-TZVPD.

Values from the calculation:
* max |F|: 0.07495 Eh/bohr
* total energy: -18137.36369 eV
* ΔE to the lowest compared entry with this formula, charge and spin: 1.310 eV
* orbital gap (spin up / spin down): 2.3 / 5.9 eV

```
! wB97M-V def2-TZVPD RIJCOSX def2/J DEFGRID3
* xyz -2 2
C 1.869 0.133 0.949
N 0.600 0.561 0.271
C -0.700 -0.009 0.594
C -1.748 0.322 -0.500
S -3.315 -0.298 0.061
C 3.166 0.000 0.087
N 2.995 -0.245 -1.359
H 1.587 -0.968 1.382
H 2.009 0.779 1.783
H 0.760 0.561 -0.720
H -0.630 -1.046 0.749
H -1.098 0.584 1.491
H -1.863 1.418 -0.790
H -1.460 -0.052 -1.440
H 3.808 0.985 0.212
H 3.781 -0.907 0.508
H 2.037 -0.284 -1.698
H 3.418 -1.191 -1.614
*
```

What are the natural (NBO) partial charges on each atom? They are as follows, in elementary charge units:
1 C -0.25
2 N -0.67
3 C -0.22
4 C -0.54
5 S -0.74
6 C -0.73
7 N -0.95
8 H 0.13
9 H 0.16
10 H 0.34
11 H 0.17
12 H 0.17
13 H 0.17
14 H 0.16
15 H 0.14
16 H 0.07
17 H 0.34
18 H 0.25